{
  "formula": "C58H63B2BrClN8O20S",
  "method": "the ωB97M-V functional and the def2-TZVPD basis",
  "species": ["C", "C", "S", "C", "C", "N", "C", "C", "C", "O", "B", "Br", "C", "C", "O", "Cl", "O", "C", "C", "C", "C", "C", "O", "C", "O", "B", "C", "O", "H", "H", "H", "H", "H", "H", "H", "H", "H", "H", "H", "H", "H", "H", "H", "H", "H", "H", "H", "H", "H", "H", "H", "H", "H", "H", "H", "H", "C", "C", "C", "C", "C", "C", "N", "O", "O", "H", "H", "H", "H", "H", "C", "C", "C", "C", "C", "C", "N", "O", "O", "H", "H", "H", "H", "H", "C", "C", "C", "C", "C", "C", "N", "O", "O", "H", "H", "H", "H", "H", "C", "C", "C", "C", "C", "C", "N", "O", "O", "H", "H", "H", "H", "H", "C", "C", "C", "C", "C", "C", "N", "O", "O", "H", "H", "H", "H", "H", "C", "C", "C", "C", "C", "C", "N", "O", "O", "H", "H", "H", "H", "H", "C", "C", "C", "C", "C", "C", "N", "O", "O", "H", "H", "H", "H", "H"],
  "xyz": [[-0.56353, 3.27531, -0.98689], [-1.91559, 3.03655, -0.18750], [-1.86120, 1.34917, 0.55763], [-2.74863, 0.12685, -0.55523], [-1.73160, -0.40846, -1.67184], [-1.53147, 0.46152, -2.87655], [-2.62514, 0.72076, -3.53157], [-3.32253, -0.23799, -4.59402], [-3.35480, 2.13715, -3.33666], [-0.44421, -0.22649, -0.99621], [0.28547, -1.42191, -0.60032], [0.28969, -1.44915, 1.46689], [1.86657, -1.58526, -1.02522], [2.45652, -0.38654, -1.86963], [3.53236, 0.07372, -1.54515], [1.65995, 0.34094, -3.33543], [-0.64919, -2.49391, -0.93879], [-1.60267, -2.00875, -1.92388], [-1.17814, -2.46536, -3.39890], [-0.36220, -3.83090, -3.45161], [1.10670, -3.50510, -3.97444], [1.08414, -3.30848, -5.56405], [2.18336, -2.37044, -5.89113], [1.64767, -1.25411, -6.52997], [1.20133, -1.33664, -7.66571], [-2.86820, -2.96723, -1.62155], [-2.79704, -4.44712, -0.97925], [-4.17226, -2.44987, -1.91285], [-0.29195, 4.37395, -1.06696], [0.25800, 2.75763, -0.39094], [-0.55518, 2.79475, -2.01367], [-2.85571, 3.24531, -0.77266], [-1.90535, 3.77452, 0.68208], [-3.12887, -0.66656, 0.14771], [-3.65061, 0.67132, -0.96284], [-2.47201, -0.66722, -5.22085], [-3.94457, 0.37838, -5.30668], [-3.86432, -1.11229, -4.13564], [-3.61769, 2.48817, -4.39082], [-2.61264, 2.90684, -2.95479], [-4.26104, 2.02396, -2.67957], [2.46220, -1.59348, -0.05860], [2.10360, -2.58539, -1.52063], [-0.62338, -1.68008, -3.99030], [-2.15656, -2.65246, -3.96009], [-0.84475, -4.47542, -4.26529], [-0.39860, -4.44124, -2.50977], [1.38177, -2.48841, -3.55690], [1.87584, -4.27855, -3.67864], [1.26614, -4.26496, -6.12941], [0.11575, -2.79647, -5.83075], [1.62333, -0.20805, -6.07614], [-3.24582, -5.25783, -1.63467], [-1.76438, -4.77794, -0.67590], [-3.42237, -4.44526, -0.02344], [-4.79111, -3.19412, -2.04019], [-1.56039, -0.44986, 6.78446], [-1.17036, -0.37476, 5.45196], [-1.33068, 0.81050, 4.74718], [-1.87949, 1.91564, 5.39032], [-2.27938, 1.84707, 6.72061], [-2.11794, 0.65745, 7.41711], [-2.02478, 3.17187, 4.65227], [-1.67798, 3.17835, 3.48844], [-2.48093, 4.14287, 5.24265], [-1.42846, -1.37611, 7.33442], [-0.73795, -1.24021, 4.96225], [-1.02283, 0.85736, 3.70708], [-2.71122, 2.70392, 7.22328], [-2.42220, 0.59205, 8.45427], [4.24708, 0.51863, -7.63123], [5.19106, 0.47065, -6.61175], [6.32121, 1.27559, -6.67275], [6.49259, 2.12779, -7.75803], [5.55668, 2.17586, -8.78488], [4.43090, 1.36605, -8.71787], [7.67169, 2.99762, -7.81468], [8.48250, 2.91657, -6.90685], [7.77382, 3.75660, -8.76552], [3.36322, -0.10687, -7.57863], [5.04356, -0.19297, -5.76703], [7.05018, 1.23043, -5.87307], [5.68831, 2.83463, -9.63452], [3.69304, 1.39728, -9.51130], [5.48869, -6.24361, 2.05225], [5.43990, -4.89484, 1.72008], [4.22384, -4.22308, 1.71464], [3.06414, -4.91132, 2.04778], [3.10319, -6.26168, 2.37371], [4.32228, -6.92770, 2.37449], [1.78038, -4.19557, 2.06674], [1.77995, -3.00861, 1.75481], [0.78685, -4.82276, 2.39455], [6.44079, -6.76421, 2.06091], [6.35161, -4.36535, 1.46780], [4.19738, -3.17144, 1.45401], [2.20064, -6.80344, 2.62922], [4.36439, -7.98059, 2.63005], [-2.55377, -9.82808, -2.07426], [-1.60706, -9.85941, -1.05690], [-0.48647, -9.04201, -1.12450], [-0.32714, -8.19429, -2.21373], [-1.26465, -8.16200, -3.23842], [-2.38142, -8.98432, -3.16537], [0.84149, -7.31102, -2.27695], [1.65389, -7.37764, -1.36925], [0.93014, -6.55771, -3.23057], [-3.43108, -10.46374, -2.01589], [-1.74478, -10.51984, -0.20844], [0.24481, -9.07415, -0.32624], [-1.14176, -7.50565, -4.09157], [-3.12074, -8.96506, -3.95779], [0.94383, 7.10567, 3.64329], [0.88756, 8.45525, 3.30926], [-0.33706, 9.10537, 3.24867], [-1.49927, 8.39443, 3.52937], [-1.45236, 7.04511, 3.85690], [-0.22361, 6.40117, 3.91241], [-2.79258, 9.07934, 3.48965], [-2.80487, 10.26068, 3.17661], [-3.78683, 8.43083, 3.77180], [1.90294, 6.60131, 3.69473], [1.80068, 9.00026, 3.09861], [-0.36973, 10.15596, 2.98703], [-2.35480, 6.48513, 4.07156], [-0.17526, 5.34962, 4.16878], [4.69618, -0.67503, 9.23199], [4.63160, 0.67820, 8.92124], [3.40361, 1.32546, 8.88521], [2.24741, 0.60791, 9.16661], [2.30241, -0.74668, 9.47078], [3.53379, -1.38776, 9.50216], [0.95123, 1.29345, 9.15384], [0.93799, 2.47757, 8.86396], [-0.03938, 0.64091, 9.43682], [5.65755, -1.17669, 9.26463], [5.54038, 1.22972, 8.70964], [3.36484, 2.38009, 8.64178], [1.40323, -1.31097, 9.68584], [3.58860, -2.44356, 9.74099], [-4.63823, 8.03917, 0.88978], [-5.68646, 7.15017, 1.09484], [-6.03832, 6.24860, 0.09875], [-5.32951, 6.24406, -1.09755], [-4.28493, 7.13477, -1.31330], [-3.94094, 8.03514, -0.31319], [-5.68148, 5.27687, -2.14224], [-6.61619, 4.52214, -1.92681], [-5.01817, 5.27914, -3.16583], [-4.36299, 8.73647, 1.66927], [-6.22752, 7.15818, 2.03407], [-6.85671, 5.56000, 0.26924], [-3.73284, 7.13800, -2.24528], [-3.12557, 8.73229, -0.46920]],
  "forces_ev_per_angstrom": [[0.25, -0.21, 0.10], [0.64, 0.69, -0.27], [-1.29, 0.15, 0.26], [-0.28, 1.09, -0.67], [4.63, -1.13, 0.82], [-4.58, 0.20, 0.81], [0.19, 0.59, 0.18], [0.97, 0.36, -0.30], [1.46, -0.07, -2.05], [0.37, -0.37, -1.10], [-1.92, 0.28, -0.57], [-4.01, 4.47, 0.47], [0.50, 0.34, -0.40], [2.36, -0.84, 1.99], [-1.90, -0.21, -1.00], [-0.01, -0.55, 0.59], [0.04, 0.30, -1.24], [-0.48, -1.42, 0.59], [-0.78, -0.43, -0.22], [0.07, 0.05, -1.24], [-0.31, 0.24, -0.30], [0.04, -0.06, 1.50], [-1.39, 1.63, -0.22], [-0.31, -0.31, -1.93], [0.48, 0.01, 1.68], [-1.16, 0.65, 0.09], [-0.05, -0.55, 0.42], [1.15, -1.17, -0.35], [-0.45, -1.11, 0.02], [-0.98, 0.69, -0.79], [-0.13, 0.50, 1.24], [0.98, -0.32, 0.49], [-0.16, -1.16, -0.86], [0.72, 0.60, -0.86], [0.89, -0.79, 0.24], [-1.04, 0.46, 0.87], [0.29, -0.82, 0.97], [0.35, 1.07, -0.33], [-0.30, -0.26, 1.45], [-1.02, -1.19, -0.08], [0.89, 0.07, -0.75], [-0.42, 0.30, -1.49], [-0.46, 1.37, 0.27], [-0.55, -0.51, 0.85], [1.18, 0.40, 0.54], [0.51, 0.60, 1.05], [0.22, 0.98, -0.82], [-0.10, -1.33, -0.45], [-0.88, 0.91, -0.32], [-0.40, 1.04, 0.52], [0.91, -0.91, 0.02], [0.56, -1.61, 0.41], [0.39, 0.88, 0.55], [-1.02, 0.49, -0.38], [0.70, 0.06, -1.12], [0.26, 0.57, 0.43], [-0.02, 0.07, -0.07], [-0.04, 0.01, 0.24], [0.10, 0.13, -0.33], [0.11, -0.69, 0.38], [-0.09, 0.11, 0.16], [-0.06, -0.06, -0.23], [-0.03, 0.04, -0.24], [-0.02, 0.21, 0.24], [0.08, -0.16, -0.05], [-0.02, 0.07, -0.04], [-0.04, 0.13, -0.09], [-0.09, 0.08, 0.04], [0.08, 0.02, -0.21], [0.03, 0.07, -0.11], [0.01, -0.03, 0.02], [-0.01, 0.08, -0.15], [0.08, -0.04, 0.14], [-0.53, -0.38, 0.05], [-0.05, 0.10, -0.18], [0.12, -0.02, 0.17], [0.28, 0.19, 0.01], [-0.24, 0.03, -0.31], [-0.01, -0.23, 0.27], [0.25, 0.16, -0.16], [0.02, 0.08, -0.05], [0.01, 0.15, -0.16], [0.16, 0.00, 0.18], [0.08, 0.02, 0.06], [0.03, -0.01, 0.00], [-0.13, -0.17, 0.07], [0.06, 0.16, -0.04], [0.55, -0.52, -0.06], [-0.02, -0.14, 0.05], [0.05, 0.20, -0.03], [0.15, 0.54, -0.33], [3.68, -4.98, 1.31], [0.20, -0.01, 0.07], [-0.08, 0.04, -0.02], [-0.11, -0.01, 0.00], [-0.23, -0.10, 0.05], [-0.03, 0.25, -0.07], [-0.04, 0.08, -0.03], [-0.01, -0.01, 0.00], [-0.03, 0.09, -0.19], [0.07, -0.05, 0.16], [-0.56, -0.39, 0.05], [-0.05, 0.10, -0.17], [0.10, -0.06, 0.18], [0.43, 0.34, 0.02], [-0.29, -0.04, -0.28], [-0.01, -0.44, 0.25], [0.08, 0.05, -0.01], [0.05, 0.08, -0.05], [0.02, 0.18, -0.17], [0.16, 0.03, 0.19], [0.09, 0.04, 0.05], [-0.04, 0.01, 0.01], [-0.15, -0.12, 0.04], [0.09, 0.22, -0.06], [0.62, -0.33, 0.03], [-0.23, -0.14, 0.04], [0.13, 0.15, -0.02], [-0.10, 0.07, 0.19], [-0.09, -0.35, 0.01], [0.29, 0.30, 0.04], [-0.09, 0.03, -0.03], [-0.11, -0.01, 0.00], [-0.19, -0.11, 0.05], [0.05, 0.13, -0.03], [-0.11, 0.09, -0.06], [0.01, -0.01, 0.01], [-0.13, -0.15, 0.06], [0.06, 0.18, -0.03], [0.59, -0.32, -0.01], [-0.11, -0.15, 0.05], [0.06, 0.20, -0.04], [-0.41, 0.25, -0.07], [0.03, -0.38, 0.11], [0.43, 0.16, 0.10], [-0.09, 0.04, -0.02], [-0.11, -0.01, 0.00], [-0.20, -0.12, 0.04], [-0.02, 0.23, -0.06], [-0.05, 0.09, -0.03], [0.05, 0.07, -0.13], [0.11, 0.02, -0.17], [-0.12, -0.07, 0.10], [0.16, 0.41, 0.48], [0.16, 0.04, -0.14], [-0.21, -0.16, 0.07], [-0.07, -0.27, -0.28], [0.28, 0.24, -0.07], [-0.22, 0.02, 0.31], [-0.17, -0.03, -0.16], [0.06, -0.03, -0.08], [0.14, -0.03, -0.20], [-0.16, -0.18, 0.04], [-0.06, -0.07, -0.02]],
  "mulliken_charge": [-0.939, 0.094, 0.091, -0.850, 0.574, 0.072, 0.400, -0.856, -1.026, -0.486, 0.506, -0.345, -0.103, 0.266, -0.607, -0.187, -0.700, 0.356, -0.973, -0.139, 0.302, -0.730, -0.332, 0.284, -0.556, 1.312, -0.861, -0.742, 0.487, 0.228, 0.092, -0.065, 0.167, 0.278, 0.330, 0.096, 0.454, 0.080, 0.528, 0.075, 0.143, 0.072, 0.330, 0.277, 0.234, 0.220, -0.158, -0.681, 0.490, 0.245, 0.345, 0.405, 0.281, 0.044, 0.236, 0.266, -0.344, -0.726, -0.094, -0.036, -0.245, -0.599, 0.912, -0.438, -0.612, 0.416, 0.493, 0.485, 0.430, 0.325, 0.020, -0.406, -0.376, -0.044, -0.292, -0.668, 0.988, -0.602, -0.610, 0.230, 0.445, 0.433, 0.431, 0.401, -0.399, -0.655, -0.219, 0.086, -0.311, -0.493, 1.067, -0.596, -0.663, 0.377, 0.386, 0.388, 0.453, 0.367, -0.421, -0.462, -0.435, 0.140, -0.180, -0.566, 1.152, -0.638, -0.604, 0.380, 0.373, 0.459, 0.415, 0.381, -0.634, -0.414, -0.500, -0.003, -0.143, -0.291, 1.003, -0.614, -0.587, 0.397, 0.371, 0.450, 0.640, 0.298, -0.383, -0.442, -0.322, 0.067, -0.230, -0.518, 1.088, -0.617, -0.591, 0.366, 0.365, 0.437, 0.421, 0.367, -0.388, -0.720, -0.260, -0.010, -0.237, -0.558, 1.044, -0.619, -0.595, 0.606, 0.410, 0.452, 0.453, 0.419],
  "homo_ha": -0.1452,
  "fmax_ha_per_bohr": 0.1232,
  "e_lumo_ev": 0.70,
  "gap_ev": 4.65,
  "charge": -1
}